# C4H12

A 2-piece molecular cluster, C4H12 overall in a non-equilibrium geometry (ωB97M-V/def2-TZVPD, the Open Molecules 2025 dataset).

```
! RIJCOSX wB97M-V def2-TZVPD def2/J DEFGRID3
* xyz 0 1
C 1.8835 -0.6006 -0.7810
C 2.0387 0.5078 -1.8894
H 2.7628 -1.2121 -0.9018
H 1.7987 -0.3365 0.2376
H 1.0902 -1.1487 -0.9966
H 2.8036 1.1895 -1.8284
H 1.2184 1.1693 -1.9959
H 2.1274 -0.1949 -2.8780
C -2.7698 -0.0431 1.2672
C -1.2354 0.1875 1.6036
H -2.9661 -1.0169 1.3974
H -3.3678 0.6450 1.8272
H -3.0987 0.1608 0.2518
H -0.8332 0.9503 0.9918
H -0.5017 -0.5045 1.1186
H -0.9504 0.2470 2.5759
*
```

Computed properties:
- HOMO level (eV) = -11.5
- orbital gap (hartree) = 0.462
- energy above the lowest of the compared OMol25 structures with the same formula, charge and spin (eV) = 1.6212
- calculated total energy (eV) = -4340.907
- largest force on an atom (eV/A) = 4.8
- SMILES = CC.CC

=====

# C4H12

A 2-piece molecular cluster, C4H12 overall in a non-equilibrium geometry (ωB97M-V/def2-TZVPD, the Open Molecules 2025 dataset).

```
! RIJCOSX wB97M-V def2-TZVPD def2/J DEFGRID3
* xyz 0 1
C -1.8913 0.7975 0.8666
C -1.9758 1.9103 -0.1996
H -1.8531 1.3070 1.8324
H -2.8695 0.3178 1.0158
H -1.2022 0.0073 0.5946
H -1.8637 2.8658 0.2370
H -1.1786 1.8445 -0.9340
H -2.9806 2.0250 -0.6116
C 2.5456 -0.8688 -0.4744
C 1.3362 -1.7984 -0.1672
H 3.4800 -1.4178 -0.3821
H 2.4668 -0.5676 -1.5170
H 2.5038 -0.0108 0.1728
H 1.6903 -2.7847 0.1483
H 0.7859 -1.9491 -1.0924
H 0.7407 -1.5079 0.6866
*
```

Computed properties:
- HOMO level (eV) = -11.3
- orbital gap (hartree) = 0.458
- energy above the lowest of the compared OMol25 structures with the same formula, charge and spin (eV) = 0.6522
- calculated total energy (eV) = -4341.876
- largest force on an atom (eV/A) = 1.9
- SMILES = CC.CC

=====

# C4H12

A 2-piece molecular cluster, C4H12 overall in a non-equilibrium geometry (ωB97M-V/def2-TZVPD, the Open Molecules 2025 dataset).

```
! RIJCOSX wB97M-V def2-TZVPD def2/J DEFGRID3
* xyz 0 1
C -0.3693 0.1837 2.4999
C 0.3920 -0.9499 1.8059
H -1.3719 -0.3387 3.0225
H 0.1972 0.4273 3.4192
H -0.6944 1.0527 1.9181
H -0.1664 -1.8135 1.6177
H 1.0016 -0.6807 1.0268
H 0.8122 -1.4678 2.6661
C 0.0096 0.8113 -2.9055
C -0.0016 0.0563 -1.6130
H -0.8612 1.4503 -3.1851
H 0.7661 1.5356 -2.8071
H 0.2005 0.0763 -3.7293
H 1.0865 -0.0678 -1.4510
H -0.4502 -0.9643 -1.5150
H -0.5506 0.6893 -0.7704
*
```

Computed properties:
- HOMO level (eV) = -10.9
- orbital gap (hartree) = 0.442
- energy above the lowest of the compared OMol25 structures with the same formula, charge and spin (eV) = 1.5428
- calculated total energy (eV) = -4340.985
- largest force on an atom (eV/A) = 3.9
- SMILES = CC.CC

=====

# C4H12

A 2-piece molecular cluster, C4H12 overall in a non-equilibrium geometry (ωB97M-V/def2-TZVPD, the Open Molecules 2025 dataset).

```
! RIJCOSX wB97M-V def2-TZVPD def2/J DEFGRID3
* xyz 0 1
C -1.0600 -0.8381 0.9732
C -0.9790 -0.6211 2.4716
H -1.8219 -0.2358 0.4648
H -0.1376 -0.5195 0.4902
H -1.2798 -1.8457 0.6162
H -1.9427 -0.3980 2.9333
H -0.2982 0.1984 2.7039
H -0.6571 -1.5197 3.0001
C 1.6060 0.6665 -1.2627
C 0.4450 0.8012 -2.2192
H 1.5856 -0.2688 -0.6742
H 2.5814 0.8101 -1.7088
H 1.4720 1.2393 -0.3290
H 0.5156 1.7213 -2.7944
H 0.3257 -0.0870 -2.8384
H -0.5178 0.8557 -1.7035
*
```

Computed properties:
- HOMO level (eV) = -11.4
- orbital gap (hartree) = 0.460
- energy above the lowest of the compared OMol25 structures with the same formula, charge and spin (eV) = 0.4063
- calculated total energy (eV) = -4342.122
- largest force on an atom (eV/A) = 2.2
- SMILES = CC.CC

=====

# C4H12

A 2-piece molecular cluster, C4H12 overall in a non-equilibrium geometry (ωB97M-V/def2-TZVPD, the Open Molecules 2025 dataset).

```
! RIJCOSX wB97M-V def2-TZVPD def2/J DEFGRID3
* xyz 0 1
C -0.6020 -0.9863 -0.9519
C 0.1864 -1.6748 -2.0286
H -1.6575 -1.2614 -1.0597
H -0.2453 -1.3359 0.0113
H -0.4230 0.0833 -0.8325
H -0.2844 -1.7033 -3.0156
H 0.2437 -2.7429 -1.7920
H 1.2386 -1.4115 -2.2115
C 0.1830 0.6070 1.7072
C 0.2286 2.0704 1.2300
H 0.5353 0.4826 2.7389
H -0.8861 0.3790 1.6969
H 0.8700 -0.0006 1.1081
H 0.2969 2.1143 0.1508
H 0.9597 2.7210 1.7587
H -0.6085 2.5688 1.7564
*
```

Computed properties:
- HOMO level (eV) = -11.3
- orbital gap (hartree) = 0.458
- energy above the lowest of the compared OMol25 structures with the same formula, charge and spin (eV) = 0.7716
- calculated total energy (eV) = -4341.757
- largest force on an atom (eV/A) = 2.6
- SMILES = CC.CC

=====

# C4H12

A 2-piece molecular cluster, C4H12 overall in a non-equilibrium geometry (ωB97M-V/def2-TZVPD, the Open Molecules 2025 dataset).

```
! RIJCOSX wB97M-V def2-TZVPD def2/J DEFGRID3
* xyz 0 1
C -2.3453 0.6332 -1.0787
C -1.7765 0.3079 0.2400
H -1.4962 1.1404 -1.5752
H -2.7929 -0.3161 -1.5408
H -3.1820 1.2859 -0.9410
H -0.7631 -0.1312 0.0141
H -2.2429 -0.4762 0.9352
H -1.7072 1.0730 0.9713
C 2.6626 -0.8786 0.4390
C 1.4611 0.0113 0.3839
H 2.3696 -1.6910 -0.3338
H 3.5469 -0.3778 0.0138
H 2.7537 -1.2993 1.4171
H 1.2194 0.2650 -0.6810
H 1.6774 0.9077 0.8485
H 0.6155 -0.4543 0.8876
*
```

Computed properties:
- HOMO level (eV) = -11.0
- orbital gap (hartree) = 0.444
- energy above the lowest of the compared OMol25 structures with the same formula, charge and spin (eV) = 1.1514
- calculated total energy (eV) = -4341.377
- largest force on an atom (eV/A) = 4.3
- SMILES = CC.CC

=====

# C4H12

A 2-piece molecular cluster, C4H12 overall in a non-equilibrium geometry (ωB97M-V/def2-TZVPD, the Open Molecules 2025 dataset).

```
! RIJCOSX wB97M-V def2-TZVPD def2/J DEFGRID3
* xyz 0 1
C -1.0826 -1.8954 1.2573
C 0.4363 -1.7389 0.9823
H -1.1897 -2.8561 1.6681
H -1.5227 -1.0494 1.8302
H -1.6602 -1.9835 0.3356
H 0.6381 -0.9919 0.2433
H 0.9476 -2.6530 0.5882
H 0.7953 -1.5670 2.0342
C 0.9316 2.0591 -0.6489
C -0.2744 1.5325 -1.5664
H 0.4858 2.4342 0.3205
H 1.7826 1.4518 -0.5802
H 1.4630 3.0815 -0.9126
H -0.3327 1.9878 -2.5215
H -1.2150 1.9197 -1.3007
H -0.2580 0.4819 -1.8516
*
```

Computed properties:
- HOMO level (eV) = -11.1
- orbital gap (hartree) = 0.451
- energy above the lowest of the compared OMol25 structures with the same formula, charge and spin (eV) = 1.2566
- calculated total energy (eV) = -4341.272
- largest force on an atom (eV/A) = 4.0
- SMILES = CC.CC

=====

# C4H12

A 2-piece molecular cluster, C4H12 overall in a non-equilibrium geometry (ωB97M-V/def2-TZVPD, the Open Molecules 2025 dataset).

```
! RIJCOSX wB97M-V def2-TZVPD def2/J DEFGRID3
* xyz 0 1
C 1.2441 1.7391 0.5410
C 0.7292 1.3440 1.9160
H 0.9419 2.7390 0.2211
H 2.3063 1.5644 0.3915
H 0.7238 1.1535 -0.2322
H 1.0196 0.3165 2.1143
H -0.3419 1.5117 1.9989
H 1.2025 1.9379 2.6945
C -1.2192 -1.5642 -0.4836
C -0.8706 -1.5201 -1.9694
H -1.2159 -2.5821 -0.0960
H -0.4167 -1.0384 0.0544
H -2.0464 -1.0190 -0.0282
H -0.0933 -0.7612 -2.0785
H -1.5947 -1.3763 -2.7702
H -0.3688 -2.4446 -2.2736
*
```

Computed properties:
- HOMO level (eV) = -11.6
- orbital gap (hartree) = 0.467
- energy above the lowest of the compared OMol25 structures with the same formula, charge and spin (eV) = 0.4581
- calculated total energy (eV) = -4342.070
- largest force on an atom (eV/A) = 1.4
- SMILES = CC.CC

=====

# C4H12

A 2-piece molecular cluster, C4H12 overall in a non-equilibrium geometry (ωB97M-V/def2-TZVPD, the Open Molecules 2025 dataset).

```
! RIJCOSX wB97M-V def2-TZVPD def2/J DEFGRID3
* xyz 0 1
C -2.3487 -0.7182 0.0927
C -2.1410 0.6871 -0.5211
H -3.0554 -1.2331 -0.5588
H -1.4075 -1.2432 0.2011
H -2.8639 -0.6538 1.0507
H -1.0685 0.8539 -0.5795
H -2.3975 0.7293 -1.5875
H -2.8138 1.4354 -0.1125
C 1.5558 -0.2559 0.3983
C 2.9570 0.2742 0.0689
H 1.3220 -1.3110 0.3313
H 1.5068 0.0044 1.4617
H 0.7939 0.2681 -0.1741
H 3.2028 1.1670 0.6306
H 3.1029 0.5343 -0.9819
H 3.6552 -0.5386 0.2800
*
```

Computed properties:
- HOMO level (eV) = -11.3
- orbital gap (hartree) = 0.459
- energy above the lowest of the compared OMol25 structures with the same formula, charge and spin (eV) = 0.5813
- calculated total energy (eV) = -4341.947
- largest force on an atom (eV/A) = 1.5
- SMILES = CC.CC

=====

# C4H12

A 2-piece molecular cluster, C4H12 overall (ωB97M-V/def2-TZVPD, the Open Molecules 2025 dataset).

```
! RIJCOSX wB97M-V def2-TZVPD def2/J DEFGRID3
* xyz 0 1
C 1.0786 -0.6733 -2.6066
C 0.9099 -1.7473 -1.5257
H 0.0967 -0.2941 -2.9243
H 1.6964 0.1762 -2.3203
H 1.5157 -1.0897 -3.5174
H 0.8258 -2.6902 -2.0431
H 1.7107 -1.7401 -0.7857
H -0.0283 -1.6317 -0.9787
C -0.2638 1.5102 2.1268
C -1.6853 0.9672 2.0121
H 0.0160 1.4750 3.1779
H 0.4200 0.8068 1.6363
H -0.0638 2.5178 1.7729
H -1.9979 0.6807 1.0045
H -2.4798 1.6507 2.3227
H -1.7510 0.0819 2.6487
*
```

Computed properties:
- HOMO level (eV) = -11.7
- orbital gap (hartree) = 0.470
- energy above the lowest of the compared OMol25 structures with the same formula, charge and spin (eV) = 0.2222
- calculated total energy (eV) = -4342.306
- largest force on an atom (eV/A) = 0.7
- SMILES = CC.CC